{
  "formula": "C4H3NO",
  "method": "ωB97M-V/def2-TZVPD",
  "symbols": ["C", "C", "C", "O", "C", "N", "H", "H", "H"],
  "xyz": [[2.12, 0.12, -0.31], [0.93, -0.03, -0.28], [-0.53, -0.24, -0.30], [-1.28, 0.83, -0.82], [-1.02, -0.59, 1.06], [-1.44, -0.80, 2.12], [3.18, 0.24, -0.32], [-0.75, -1.09, -0.96], [-1.21, 1.57, -0.20]],
  "homo_lumo_gap_ev": 11.676,
  "smiles": "C#C[C@H](O)C#N",
  "homo_energy_ev": -11.103
}

{
  "formula": "C12H28Cl8O4",
  "method": "ωB97M-V/def2-TZVPD",
  "symbols": ["C", "O", "C", "C", "O", "C", "H", "H", "H", "H", "H", "H", "H", "H", "H", "H", "C", "O", "C", "C", "O", "C", "H", "H", "H", "H", "H", "H", "H", "H", "H", "H", "Cl", "C", "Cl", "H", "H", "Cl", "C", "Cl", "H", "H", "Cl", "C", "Cl", "H", "H", "Cl", "C", "Cl", "H", "H"],
  "xyz": [[6.37, 12.31, 12.15], [6.70, 10.96, 11.90], [6.99, 10.26, 13.14], [7.44, 8.80, 12.84], [6.50, 7.99, 12.20], [5.40, 7.63, 12.96], [7.19, 12.89, 12.58], [5.48, 12.43, 12.76], [6.12, 12.81, 11.21], [6.13, 10.33, 13.81], [7.83, 10.77, 13.63], [7.84, 8.42, 13.78], [8.32, 8.96, 12.22], [4.66, 7.04, 12.42], [4.82, 8.50, 13.28], [5.68, 7.23, 13.93], [8.95, 15.45, 7.62], [9.26, 16.63, 6.97], [10.58, 16.76, 6.54], [10.73, 18.14, 5.83], [10.65, 19.10, 6.92], [10.72, 20.45, 6.48], [7.90, 15.59, 7.90], [9.45, 15.26, 8.57], [9.04, 14.57, 6.99], [10.85, 15.98, 5.82], [11.34, 16.62, 7.30], [9.89, 18.29, 5.16], [11.58, 18.30, 5.16], [9.88, 20.66, 5.83], [11.62, 20.62, 5.89], [10.75, 21.11, 7.35], [10.42, 14.12, 12.97], [10.51, 13.48, 14.63], [12.00, 14.10, 15.47], [9.63, 13.79, 15.19], [10.60, 12.39, 14.64], [7.35, 8.99, 7.66], [7.53, 8.67, 9.37], [9.34, 8.53, 9.70], [7.18, 9.53, 9.95], [6.96, 7.77, 9.53], [13.99, 11.39, 13.83], [12.82, 11.50, 12.52], [11.32, 10.55, 12.86], [12.53, 12.52, 12.27], [13.33, 11.12, 11.63], [11.17, 11.93, 9.46], [9.60, 12.12, 10.21], [8.28, 11.97, 9.02], [9.57, 11.31, 10.93], [9.51, 13.12, 10.64]],
  "homo_lumo_gap_ev": 9.943,
  "smiles": "COCCOC.COCCOC.ClCCl.ClCCl.ClCCl.ClCCl",
  "homo_energy_ev": -9.533
}

{
  "formula": "C12H12Br2Cl3GeN2OOs",
  "method": "ωB97M-V/def2-TZVPD",
  "symbols": ["Os", "Br", "C", "C", "C", "N", "C", "C", "C", "C", "C", "Br", "C", "C", "N", "H", "H", "H", "H", "H", "H", "Cl", "Ge", "Cl", "Cl", "C", "C", "O", "H", "H", "H", "H", "H", "H"],
  "xyz": [[0.02, -0.19, 0.26], [-4.54, 4.46, 1.97], [-3.34, 3.17, 1.44], [-3.80, 1.89, 1.09], [-2.85, 0.96, 0.70], [-1.54, 1.24, 0.65], [-1.08, 2.49, 0.96], [-1.97, 3.47, 1.37], [0.38, 2.68, 0.81], [1.03, 3.86, 1.02], [2.43, 3.94, 0.82], [3.30, 5.51, 1.10], [3.11, 2.80, 0.40], [2.40, 1.64, 0.19], [1.06, 1.56, 0.40], [-4.85, 1.62, 1.13], [-3.17, -0.04, 0.43], [-1.62, 4.47, 1.62], [0.50, 4.75, 1.34], [4.18, 2.81, 0.23], [2.91, 0.75, -0.15], [2.62, -3.39, 1.37], [1.25, -2.01, 2.02], [0.49, -2.24, 3.91], [-0.92, -2.21, 0.52], [-0.41, -1.69, -4.10], [-0.30, -0.48, -3.21], [0.46, -0.72, -1.96], [-0.74, -1.38, -5.09], [-1.15, -2.42, -3.75], [0.54, -2.23, -4.20], [-1.28, -0.07, -2.94], [0.20, 0.32, -3.74], [1.04, -1.49, -2.09]],
  "charge": 4,
  "homo_lumo_gap_ev": [6.605, 3.477],
  "spin_multiplicity": 6,
  "homo_energy_ev": [-21.443, -21.352]
}

{
  "formula": "C14H50O11",
  "method": "ωB97M-V/def2-TZVPD",
  "symbols": ["C", "C", "O", "H", "H", "H", "H", "H", "H", "C", "C", "O", "H", "H", "H", "H", "H", "H", "C", "C", "O", "H", "H", "H", "H", "H", "H", "C", "O", "H", "H", "H", "H", "C", "O", "H", "H", "H", "H", "C", "O", "H", "H", "H", "H", "C", "O", "H", "H", "H", "H", "C", "O", "H", "H", "H", "H", "C", "O", "H", "H", "H", "H", "C", "O", "H", "H", "H", "H", "C", "O", "H", "H", "H", "H"],
  "xyz": [[3.34, -4.41, -0.66], [3.16, -2.95, -0.22], [3.59, -2.69, 1.09], [2.94, -4.53, -1.64], [2.84, -5.15, -0.03], [4.38, -4.70, -0.74], [2.15, -2.62, -0.38], [3.80, -2.44, -0.95], [3.14, -3.26, 1.69], [-0.05, -3.16, 2.03], [0.49, -3.55, 3.39], [1.94, -3.56, 3.30], [-1.16, -3.16, 1.94], [0.28, -3.86, 1.30], [0.38, -2.21, 1.68], [0.19, -4.61, 3.65], [0.18, -2.86, 4.14], [2.29, -3.96, 4.09], [-0.85, -4.39, -1.94], [-1.92, -3.26, -1.75], [-1.95, -2.16, -2.64], [0.20, -4.07, -1.85], [-0.95, -4.94, -2.92], [-1.03, -5.15, -1.19], [-1.83, -2.91, -0.67], [-2.90, -3.69, -1.89], [-1.25, -1.52, -2.40], [3.50, 0.80, 2.30], [2.60, -0.29, 2.17], [2.94, 1.59, 2.83], [4.44, 0.63, 2.80], [3.83, 1.13, 1.32], [2.93, -0.96, 1.53], [-3.27, -0.69, -0.07], [-1.95, -0.95, 0.40], [-3.82, -1.52, -0.53], [-3.86, -0.34, 0.81], [-3.39, 0.15, -0.74], [-1.30, -0.59, -0.28], [2.38, 6.70, 1.33], [2.09, 5.68, 2.23], [1.48, 7.36, 1.37], [3.23, 7.26, 1.82], [2.71, 6.35, 0.38], [2.97, 5.35, 2.53], [-0.77, 1.18, -5.24], [-0.09, 0.51, -4.16], [-1.63, 0.57, -5.55], [-1.17, 2.13, -4.81], [-0.15, 1.45, -6.07], [-0.10, -0.42, -4.42], [-1.46, 4.61, -2.53], [-2.11, 3.74, -3.41], [-1.31, 4.26, -1.50], [-0.42, 4.69, -2.96], [-1.90, 5.59, -2.42], [-2.99, 3.51, -3.13], [-1.00, 1.13, 3.26], [-1.53, 1.25, 1.94], [-1.73, 0.69, 3.96], [-0.13, 0.52, 3.28], [-0.78, 2.16, 3.59], [-1.68, 0.36, 1.60], [0.90, 0.19, -0.78], [-0.35, 0.44, -1.48], [1.65, -0.28, -1.41], [1.29, 1.11, -0.39], [0.69, -0.48, 0.01], [-0.24, 0.57, -2.44], [-3.73, 3.26, 0.75], [-3.70, 2.93, 2.11], [-2.73, 3.26, 0.30], [-4.47, 2.64, 0.20], [-4.12, 4.25, 0.75], [-3.11, 2.22, 2.33]],
  "homo_lumo_gap_ev": 9.913,
  "smiles": "CCO.CCO.CCO.CO.CO.CO.CO.CO.CO.CO.CO",
  "homo_energy_ev": -9.397
}

{
  "formula": "C10H36B2Cl2CrMgO10S3",
  "method": "ωB97M-V/def2-TZVPD",
  "symbols": ["Cr", "Mg", "Cl", "Cl", "B", "H", "H", "H", "H", "B", "H", "H", "H", "H", "O", "S", "O", "O", "C", "C", "C", "H", "H", "H", "H", "H", "H", "H", "H", "O", "S", "O", "O", "C", "C", "C", "H", "H", "H", "H", "H", "H", "H", "H", "O", "S", "O", "O", "C", "C", "C", "H", "H", "H", "H", "H", "H", "H", "H", "C", "O", "H", "H", "H", "H"],
  "xyz": [[0.62, -1.65, -1.89], [0.71, -2.19, 2.33], [-0.82, -3.54, -1.52], [2.35, -1.65, 3.85], [0.49, -4.36, 1.68], [-0.22, -3.54, 1.31], [0.91, -4.76, 0.68], [1.30, -3.92, 2.34], [-0.11, -5.20, 2.20], [0.99, -1.18, 0.47], [1.53, -0.64, -0.38], [1.10, -0.64, 1.45], [-0.13, -1.37, 0.23], [1.50, -2.19, 0.61], [-1.10, 2.11, 2.32], [-0.23, 2.82, 3.22], [-0.18, 4.26, 3.20], [-0.52, 2.46, 4.77], [-1.48, 1.40, 5.06], [-2.47, 1.92, 6.08], [1.41, 2.08, 3.00], [-0.79, 0.60, 5.35], [-2.08, 1.07, 4.22], [-2.81, 2.93, 5.82], [-2.13, 2.03, 7.11], [-3.42, 1.39, 6.01], [1.66, 1.97, 1.95], [1.48, 1.10, 3.49], [2.16, 2.74, 3.43], [-1.20, -0.41, -1.78], [-2.43, 0.33, -1.84], [-2.60, 1.38, -2.82], [-3.64, -0.71, -2.04], [-3.73, -1.86, -1.16], [-5.18, -1.86, -0.68], [-2.84, 0.99, -0.22], [-3.05, -1.81, -0.31], [-3.52, -2.74, -1.76], [-5.79, -1.94, -1.58], [-5.46, -1.03, -0.05], [-5.38, -2.79, -0.14], [-3.84, 1.39, -0.26], [-2.06, 1.70, 0.07], [-2.73, 0.19, 0.52], [0.65, 2.12, -4.04], [1.42, 1.64, -2.93], [1.25, 0.26, -2.51], [3.00, 1.91, -3.23], [3.38, 1.97, -4.60], [3.90, 3.37, -4.98], [1.17, 2.70, -1.49], [2.64, 1.64, -5.33], [4.22, 1.29, -4.76], [3.13, 4.08, -4.67], [3.99, 3.50, -6.05], [4.80, 3.67, -4.44], [1.68, 3.65, -1.62], [1.57, 2.27, -0.58], [0.09, 2.79, -1.50], [2.71, -3.97, -1.81], [2.48, -2.61, -2.23], [2.67, -4.64, -2.67], [3.71, -4.00, -1.39], [1.93, -4.30, -1.12], [3.32, -2.18, -2.40]],
  "homo_lumo_gap_ev": [8.580, 8.904],
  "spin_multiplicity": 5,
  "homo_energy_ev": [-8.830, -9.163]
}

{
  "formula": "C17H42BBrCl2N6O3P2",
  "method": "ωB97M-V/def2-TZVPD",
  "symbols": ["C", "C", "Cl", "C", "Cl", "B", "C", "C", "O", "Br", "H", "H", "H", "H", "H", "H", "C", "N", "C", "P", "O", "N", "C", "C", "N", "C", "C", "H", "H", "H", "H", "H", "H", "H", "H", "H", "H", "H", "H", "H", "H", "H", "H", "H", "H", "C", "N", "C", "P", "O", "N", "C", "C", "N", "C", "C", "H", "H", "H", "H", "H", "H", "H", "H", "H", "H", "H", "H", "H", "H", "H", "H", "H", "H"],
  "xyz": [[6.64, -2.01, -1.44], [5.99, -1.82, -2.84], [7.11, -1.83, -4.23], [4.66, -1.65, -3.01], [4.04, -1.43, -4.67], [3.72, -1.71, -1.74], [2.24, -2.32, -1.74], [1.18, -1.25, -2.07], [0.45, -1.43, -2.96], [1.15, 0.39, -1.02], [6.27, -2.98, -1.03], [6.30, -1.16, -0.81], [7.74, -1.98, -1.50], [4.19, -1.30, -0.72], [2.17, -3.15, -2.48], [2.09, -2.75, -0.72], [-2.62, 2.21, -4.97], [-2.78, 1.35, -3.82], [-1.71, 0.36, -3.79], [-4.18, 0.95, -2.90], [-3.45, 1.04, -1.56], [-5.26, 2.26, -2.58], [-4.85, 3.66, -2.67], [-6.01, 2.09, -1.34], [-5.14, 0.63, -4.33], [-5.00, -0.72, -4.87], [-5.70, 1.53, -5.30], [-2.62, 1.65, -5.91], [-1.66, 2.74, -4.90], [-3.37, 2.99, -5.05], [-1.86, -0.41, -4.56], [-1.64, -0.14, -2.83], [-0.73, 0.83, -3.97], [-4.27, 3.87, -3.56], [-4.26, 3.98, -1.81], [-5.74, 4.29, -2.74], [-5.42, 2.36, -0.46], [-6.33, 1.05, -1.22], [-6.91, 2.71, -1.35], [-4.19, -0.77, -5.61], [-5.92, -1.07, -5.33], [-4.76, -1.43, -4.07], [-5.06, 1.63, -6.19], [-5.89, 2.53, -4.92], [-6.67, 1.16, -5.65], [1.35, 1.57, 4.68], [1.77, 0.51, 3.80], [1.16, 0.70, 2.49], [2.35, -1.08, 4.12], [3.45, -1.02, 3.06], [3.43, -1.22, 5.46], [4.16, -0.08, 6.00], [4.37, -2.33, 5.33], [1.05, -1.41, 5.25], [-0.18, -1.89, 4.64], [0.83, -0.92, 6.59], [0.26, 1.59, 4.80], [1.66, 2.54, 4.29], [1.78, 1.51, 5.68], [0.10, 0.43, 2.50], [1.64, 0.09, 1.73], [1.24, 1.74, 2.15], [3.54, 0.80, 6.13], [5.02, 0.21, 5.38], [4.52, -0.33, 7.00], [5.20, -2.08, 4.66], [3.87, -3.21, 4.91], [4.77, -2.62, 6.30], [-0.85, -1.05, 4.39], [-0.72, -2.58, 5.30], [0.03, -2.43, 3.72], [0.14, -0.07, 6.60], [1.74, -0.63, 7.11], [0.37, -1.70, 7.21]],
  "homo_lumo_gap_ev": 6.953,
  "smiles": "C/C(Cl)=C(/Cl)BCC(=O)Br.CN(C)P(=O)(N(C)C)N(C)C.CN(C)P(=O)(N(C)C)N(C)C",
  "homo_energy_ev": -7.671
}